Entry from the OMol25 dataset: a cluster of 2 separate species, C5H14 in total at a distorted geometry (ωB97M-V/def2-TZVPD).

Each line ends with the Mulliken charge.
Atoms and positions in Å:
C -0.540691 -1.809771 -0.967205  -1.948
C -1.125020 -3.074128 -1.599375  -0.685
H -0.572115 -0.912185 -1.647164  0.054
H -1.181335 -1.495777 -0.019245  -0.016
H 0.367828 -1.828379 -0.654579  -0.058
H -1.989730 -2.816408 -2.229528  0.265
H -0.490317 -3.655062 -2.247761  0.621
H -1.593692 -3.613705 -0.852099  0.438
C 0.821090 1.103827 0.964585  1.629
C 1.251534 2.038319 -0.152392  -1.759
C -0.014933 1.935562 2.008626  -2.066
H 0.141852 0.346028 0.594698  -1.230
H 1.538561 0.462241 1.346111  0.921
H 2.042047 2.712081 0.219771  0.291
H -0.864921 2.346496 1.514080  0.544
H -0.394296 1.309887 2.833246  0.519
H 0.523595 2.732470 2.503249  0.411
H 1.665673 1.549402 -1.069740  0.543
H 0.414863 2.669111 -0.545269  0.526

Atomic forces in eV per Å
C -6.855 1.878 -0.933
C -0.295 1.911 -1.251
H -0.172 -0.804 0.440
H 1.038 -0.602 -1.871
H 5.965 -0.676 2.011
H 0.210 0.290 -0.106
H 0.499 -0.261 0.132
H -0.434 -1.786 1.580
C -2.972 1.540 -0.388
C 0.575 0.310 -0.971
C 0.992 -1.591 0.403
H -0.430 0.112 -0.491
H 2.063 -0.519 1.131
H -0.262 -0.004 -0.163
H -0.659 0.390 -0.438
H 0.066 -0.049 -0.304
H 0.434 0.356 -0.121
H -0.239 -0.007 0.786
H 0.476 -0.487 0.554

Summary:
Calculated total energy in hartree: -198.79920
Total charge: -1
<S²>: 0.75
2S+1: 2
Max |F| in eV Å⁻¹: 7.169
ΔE to the lowest compared entry with this formula, charge and spin in eV: 0.907
Highest occupied orbital energy (spin up / spin down) in eV: 1.448 / -7.757